# 1
Density functional theory data (ωB97M-V/def2-TZVPD) for a molecular structure, C28H22F10N5PmS.

```
67
Properties=species:S:1:pos:R:3:forces:R:3:mulliken_spin:R:1
Pm -0.373 -0.357 0.080 -0.737 -0.117 0.060 4.043
C -1.483 -0.228 3.477 0.028 0.045 -0.065 0.004
N -1.850 -0.997 2.285 0.117 -0.094 -0.180 -0.007
C -3.308 -0.906 2.054 0.059 -0.106 0.135 -0.001
C -3.630 0.181 1.061 -0.050 0.119 -0.064 0.002
N -2.859 -0.120 -0.130 0.454 -0.008 -0.158 -0.009
C -3.351 0.158 -1.361 0.114 -0.065 0.374 0.006
C -4.456 0.926 -1.763 -0.098 0.137 -0.052 -0.001
F -5.236 1.537 -0.849 -0.009 0.025 -0.003 0.000
C -4.767 1.147 -3.096 -0.098 0.047 0.103 0.000
F -5.821 1.909 -3.398 -0.008 -0.006 0.006 0.000
C -4.005 0.619 -4.120 0.044 -0.005 -0.043 -0.001
F -4.312 0.847 -5.403 -0.004 0.006 -0.022 0.000
C -2.906 -0.145 -3.773 -0.008 -0.095 -0.039 -0.001
F -2.122 -0.686 -4.717 0.008 -0.006 0.007 0.000
C -2.636 -0.358 -2.447 0.071 -0.024 -0.139 -0.004
F -1.547 -1.131 -2.127 0.150 -0.066 -0.038 0.000
C -1.465 -2.415 2.399 -0.061 0.051 0.065 0.006
C 0.017 -2.617 2.572 0.203 -0.146 -0.135 0.001
N 0.747 -2.066 1.428 0.132 0.796 0.256 -0.003
C 2.120 -1.962 1.677 -0.311 -0.285 -0.213 -0.003
C 2.692 -1.239 2.727 0.201 0.083 0.148 -0.003
F 1.908 -0.571 3.594 -0.085 -0.005 -0.023 0.000
C 4.058 -1.094 2.900 -0.083 0.009 0.029 0.001
F 4.530 -0.377 3.922 -0.005 0.019 0.014 0.000
C 4.936 -1.664 2.000 0.052 0.008 0.002 -0.001
F 6.255 -1.509 2.142 0.016 -0.006 0.000 0.000
C 4.418 -2.379 0.941 0.006 -0.019 -0.044 0.001
F 5.242 -2.915 0.030 0.016 -0.009 0.003 0.000
C 3.053 -2.532 0.808 0.045 -0.107 -0.185 0.000
F 2.633 -3.222 -0.270 -0.081 0.024 0.017 0.000
H -1.888 -0.686 4.388 0.004 0.000 0.007 0.000
H -1.892 0.779 3.389 0.008 0.004 0.007 0.000
H -0.402 -0.151 3.574 0.001 -0.001 -0.001 -0.001
H -3.832 -0.770 3.008 0.003 0.014 -0.008 0.000
H -3.637 -1.853 1.625 -0.033 0.008 -0.002 0.000
H -3.382 1.166 1.485 -0.003 0.017 -0.023 -0.002
H -4.708 0.187 0.893 -0.001 -0.029 -0.014 0.000
H -1.786 -2.905 1.474 -0.018 -0.021 0.012 -0.002
H -2.006 -2.894 3.228 -0.004 0.016 0.015 0.000
H 0.187 -3.700 2.659 -0.003 -0.010 -0.012 -0.001
H 0.335 -2.191 3.528 0.000 0.004 0.030 0.000
S 2.617 0.576 -0.371 -0.020 0.021 0.146 -0.002
C 2.402 -0.393 -1.682 -0.140 -0.344 -0.213 -0.004
N 3.396 -0.567 -2.623 0.053 0.138 0.184 0.000
C 3.270 -1.340 -3.717 0.086 -0.024 -0.074 0.001
C 2.107 -1.998 -3.944 -0.065 0.004 0.019 0.000
C 1.096 -1.817 -2.978 0.026 -0.139 -0.073 0.000
N 1.230 -1.075 -1.912 0.008 0.205 0.154 -0.001
H 4.261 -0.078 -2.434 0.012 -0.007 -0.029 0.000
H 4.131 -1.392 -4.370 -0.007 0.004 0.014 0.000
H 1.963 -2.621 -4.811 -0.004 -0.002 0.010 0.000
H 0.141 -2.314 -3.097 0.021 0.002 -0.017 0.000
C -0.472 1.847 -1.158 0.156 0.066 -0.032 -0.016
C 0.260 2.915 -0.454 -0.110 -0.088 0.048 0.004
C 1.425 3.515 -0.955 0.051 0.040 -0.007 -0.003
C 2.133 4.456 -0.226 -0.016 -0.011 0.050 0.002
C 1.708 4.843 1.043 0.000 -0.028 -0.071 -0.004
C 0.550 4.277 1.555 -0.048 -0.060 -0.043 0.003
C -0.160 3.336 0.818 0.024 0.015 0.130 -0.005
H -0.151 1.745 -2.201 0.004 0.062 -0.017 0.000
H -1.546 2.055 -1.149 -0.028 -0.035 -0.008 0.002
H 1.771 3.234 -1.944 -0.005 0.007 0.007 0.000
H 3.027 4.898 -0.650 -0.020 -0.007 0.001 0.000
H 2.262 5.579 1.611 0.001 -0.011 -0.007 0.000
H 0.191 4.573 2.534 -0.008 -0.005 -0.012 0.000
H -1.084 2.930 1.224 -0.005 -0.004 0.009 -0.002
```
Forces are in eV/Å.

Summary:
HOMO energy (spin up / spin down)   -0.2538 / -0.2532 hartree
2S+1   5
F_max   0.8 eV/Å
E_tot   -3359.1168 Eh
Energy above the lowest of the compared OMol25 structures with the same formula, charge and spin   0.546 eV

---

# 2
Density functional theory data (ωB97M-V/def2-TZVPD) for a molecular structure, C28H22MoO5S5Sb at a distorted geometry.

```
62
Properties=species:S:1:pos:R:3:forces:R:3:mulliken_spin:R:1
Mo -1.788 0.948 0.251 -5.197 0.587 -2.507 0.905
S -0.426 1.935 -1.677 -0.132 -0.533 0.976 0.041
C -1.556 2.087 -2.982 -0.282 0.292 -0.521 0.001
C -1.068 2.550 -4.209 -0.086 -0.080 0.253 0.007
C -1.893 2.721 -5.298 -0.008 0.099 -0.334 0.000
C -3.253 2.451 -5.184 -0.075 0.039 -0.072 0.001
C -3.759 2.005 -3.982 0.059 0.074 -0.173 0.002
C -2.930 1.793 -2.878 0.142 -0.469 0.290 0.007
S -3.689 1.142 -1.459 0.581 -0.655 -0.577 0.049
H -0.011 2.768 -4.274 0.121 0.032 -0.078 0.000
H -1.484 3.068 -6.239 0.025 0.033 -0.043 0.001
H -3.914 2.590 -6.030 -0.036 0.018 -0.059 0.001
H -4.810 1.791 -3.860 -0.143 -0.018 -0.075 -0.001
O 0.553 -0.517 0.205 -0.009 0.005 0.861 0.006
C 0.277 -1.832 -0.219 -0.596 -0.047 -0.335 -0.006
C -1.218 -1.875 -0.750 0.886 -1.032 -0.162 -0.009
O -1.659 -2.893 -1.260 0.043 0.405 0.291 0.015
O -1.828 -0.785 -0.570 -0.533 -0.977 -0.804 0.012
C 0.383 -2.791 0.950 0.133 -0.144 0.117 0.001
C -0.589 -2.744 1.945 -0.002 -0.138 -0.087 0.012
C -0.505 -3.581 3.042 -0.068 -0.038 0.012 0.001
C 0.545 -4.476 3.156 0.123 -0.063 0.194 0.000
C 1.540 -4.496 2.195 0.118 -0.144 0.054 0.000
C 1.461 -3.655 1.098 -0.014 0.120 -0.051 -0.001
C 1.170 -2.201 -1.375 0.172 0.086 -0.134 0.009
C 1.030 -3.440 -1.996 0.034 0.015 -0.066 -0.002
C 1.800 -3.756 -3.099 0.053 -0.116 -0.029 0.000
C 2.734 -2.852 -3.581 0.202 0.004 -0.087 0.000
C 2.904 -1.636 -2.941 0.168 -0.055 -0.172 -0.001
C 2.120 -1.307 -1.851 -0.118 0.009 0.245 0.007
H 0.532 -0.483 1.205 0.058 -0.198 -1.001 -0.008
H -1.419 -2.055 1.870 -0.115 0.112 -0.030 -0.017
H -1.266 -3.538 3.806 -0.114 0.017 0.053 0.000
H 0.599 -5.148 4.004 0.001 -0.008 0.057 0.000
H 2.383 -5.169 2.298 -0.015 -0.021 -0.016 0.000
H 2.240 -3.676 0.348 0.002 -0.013 -0.024 0.000
H 0.297 -4.134 -1.619 -0.075 -0.056 -0.001 0.000
H 1.681 -4.718 -3.581 -0.044 -0.016 -0.023 0.000
H 3.338 -3.101 -4.446 0.014 -0.009 -0.016 0.000
H 3.657 -0.940 -3.287 -0.029 0.062 -0.075 0.000
H 2.231 -0.354 -1.358 -0.054 0.098 -0.014 0.001
S -6.611 1.908 1.746 -0.120 0.004 0.057 0.020
Sb -4.437 2.121 2.397 0.352 0.165 -0.174 0.003
S -3.305 -0.022 1.863 0.438 0.184 -0.518 -0.041
S -3.218 3.003 0.400 0.278 0.082 1.285 -0.012
C 2.877 0.336 3.099 -0.155 -0.051 -0.185 0.000
C 1.443 0.786 2.856 -0.645 -2.648 -0.092 0.000
O 0.565 -0.104 2.698 1.697 1.832 0.993 0.002
C 1.162 2.179 2.763 -1.419 1.686 -0.599 0.000
C 1.999 3.169 3.324 -0.093 -0.679 -0.074 -0.003
C 1.695 4.500 3.263 -0.118 0.582 0.048 0.003
C 0.517 4.928 2.632 0.351 -0.480 0.216 0.002
C -0.314 4.010 2.044 -0.263 0.115 -0.225 -0.010
C -0.018 2.634 2.060 1.240 0.724 0.596 -0.004
O -0.761 1.826 1.366 3.318 1.321 2.696 -0.005
H 2.983 -0.675 2.708 -0.090 -0.022 0.069 0.000
H 3.119 0.322 4.162 -0.061 0.054 0.054 0.000
H 3.580 0.987 2.584 0.057 0.069 0.050 0.000
H 2.899 2.858 3.838 0.031 -0.049 0.010 0.000
H 2.355 5.233 3.709 0.063 -0.040 0.031 0.000
H 0.275 5.980 2.595 -0.050 0.069 -0.019 0.000
H -1.213 4.324 1.525 -0.002 -0.195 -0.058 0.009
```
Forces are in eV/Å.

Summary:
HOMO energy (spin up / spin down)   -0.0182 / -0.0153 hartree
2S+1   2
F_max   5.8 eV/Å
Charge   -2
E_tot   -3755.9442 Eh
Energy above the lowest of the compared OMol25 structures with the same formula, charge and spin   2.455 eV

---

# 3
Density functional theory data (ωB97M-V/def2-TZVPD) for 2 unconnected molecules or ions with the total composition C28H22N2O3S at a distorted geometry.

```
56
Properties=species:S:1:pos:R:3:forces:R:3:lowdin_charge:R:1
C 1.568 -0.726 4.032 0.058 0.107 0.213 -0.087
C 0.357 -1.171 3.542 -0.296 -0.151 -0.239 -0.010
C 0.308 -1.711 2.262 0.689 0.488 0.817 -0.157
C 1.452 -1.790 1.506 -0.720 -0.220 -0.211 -0.219
C 2.661 -1.352 1.990 0.450 -0.095 -0.449 -0.051
C 2.717 -0.818 3.264 0.121 -0.026 -0.100 -0.085
S 0.979 -2.528 -0.075 1.656 0.948 1.667 0.699
O 1.265 -1.455 -1.072 -1.035 -2.349 0.763 -0.380
O 1.773 -3.790 -0.132 -1.962 1.768 -0.851 -0.373
N -0.626 -2.697 0.349 1.254 -0.780 -2.585 -0.082
C -0.886 -2.248 1.574 0.014 0.146 0.349 -0.614
O -1.978 -2.255 2.128 -0.769 -0.145 0.051 0.001
H 1.631 -0.301 5.021 -0.042 0.050 0.159 0.097
H -0.545 -1.105 4.130 -0.129 -0.027 0.032 0.113
H 3.543 -1.433 1.377 0.199 0.023 -0.052 0.115
H 3.663 -0.474 3.657 0.072 0.044 0.048 0.099
C -7.679 0.137 0.095 0.416 -0.811 -0.159 -0.059
N -7.694 -1.217 -0.479 -0.238 -0.190 0.430 -0.222
C -8.959 -1.585 -1.131 1.034 0.016 0.029 -0.069
C -6.474 -1.859 -0.836 -0.039 0.284 -0.289 -0.206
C -5.753 -2.643 0.090 -0.670 0.682 -0.215 0.031
C -4.617 -3.305 -0.282 0.474 -0.362 -0.326 0.012
C -4.113 -3.204 -1.594 0.382 -0.300 0.204 -0.118
C -3.044 -4.059 -2.085 -1.076 0.645 -0.462 0.085
C -2.199 -3.743 -3.209 0.598 0.424 -0.692 -0.105
C -1.734 -4.942 -3.791 0.658 1.188 -1.021 -0.089
C -0.960 -4.923 -4.946 -0.812 -0.669 1.045 0.017
C -0.600 -3.702 -5.470 -0.113 0.953 0.007 -0.029
C -0.985 -2.508 -4.850 0.451 -0.194 -0.663 -0.039
C -1.785 -2.511 -3.733 -0.400 -0.493 0.825 0.027
C -2.197 -6.034 -2.975 -0.465 -1.257 0.872 -0.090
C -2.945 -5.491 -1.903 0.175 -1.140 0.619 -0.077
C -3.493 -6.357 -0.946 0.192 0.951 -0.379 0.031
C -3.284 -7.710 -1.079 0.235 -0.684 -0.214 -0.050
C -2.567 -8.233 -2.159 -0.464 -0.109 0.727 -0.038
C -2.020 -7.405 -3.112 0.044 1.297 -0.392 0.013
C -4.799 -2.361 -2.495 0.918 -0.457 -0.202 0.004
C -5.948 -1.722 -2.135 -0.690 -0.007 0.720 0.008
H -6.659 0.390 0.382 -0.030 0.039 0.073 0.091
H -8.025 0.872 -0.631 -0.046 0.153 -0.154 0.078
H -8.315 0.189 0.977 -0.074 0.019 0.073 0.081
H -8.842 -2.544 -1.632 -0.035 -0.022 0.011 0.087
H -9.754 -1.679 -0.392 -0.025 0.029 0.096 0.082
H -9.258 -0.841 -1.869 -0.127 0.147 -0.195 0.075
H -6.128 -2.727 1.095 -0.058 0.014 0.212 0.125
H -4.069 -3.893 0.433 0.119 0.015 0.270 0.116
H -0.677 -5.850 -5.415 0.194 -0.108 -0.113 0.117
H -0.016 -3.668 -6.376 0.156 0.076 -0.065 0.114
H -0.632 -1.571 -5.248 0.023 0.101 -0.058 0.113
H -2.031 -1.599 -3.215 -0.072 0.210 0.019 0.133
H -4.039 -5.961 -0.108 -0.154 -0.046 0.141 0.111
H -3.673 -8.383 -0.333 -0.079 -0.075 0.075 0.110
H -2.443 -9.300 -2.254 0.005 -0.147 0.073 0.113
H -1.481 -7.791 -3.960 0.125 -0.164 -0.094 0.117
H -4.431 -2.288 -3.503 0.031 0.080 -0.245 0.115
H -6.476 -1.110 -2.844 -0.124 0.131 -0.199 0.122
```
Forces are in eV/Å.

Summary:
HOMO energy   -0.2834 hartree
F_max   3.0 eV/Å
E_tot   -1813.4963 Eh

---

> Which of these has the lowest E_tot?

C28H22MoO5S5Sb